(1)
{"formula": "C35H33N6O5PbSSi", "method": "ωB97M-V with the def2-TZVPD basis set", "symbols": ["Pb", "N", "C", "S", "N", "N", "C", "C", "C", "C", "C", "C", "C", "C", "C", "C", "C", "C", "N", "H", "H", "H", "H", "H", "H", "H", "H", "H", "H", "H", "O", "C", "C", "C", "C", "C", "C", "C", "O", "N", "O", "O", "H", "H", "H", "H", "C", "Si", "C", "C", "N", "C", "C", "C", "C", "C", "C", "O", "C", "C", "C", "C", "C", "C", "H", "H", "H", "H", "H", "H", "H", "H", "H", "H", "H", "H", "H", "H", "H", "H", "H", "H"], "xyz": [[-1.05, 0.38, 0.47], [-2.24, -2.92, 3.60], [-1.55, -2.06, 2.80], [-1.89, -0.38, 3.02], [-0.65, -2.65, 2.03], [0.01, -1.82, 1.20], [0.98, -2.29, 0.51], [1.41, -3.71, 0.58], [2.68, -4.04, 1.05], [3.08, -5.37, 1.11], [2.22, -6.38, 0.70], [0.95, -6.05, 0.22], [0.55, -4.72, 0.17], [1.67, -1.36, -0.42], [2.65, -1.80, -1.31], [3.26, -0.88, -2.14], [2.90, 0.45, -2.07], [1.89, 0.81, -1.19], [1.31, -0.07, -0.38], [-3.08, -2.57, 4.02], [-2.21, -3.89, 3.33], [3.35, -3.25, 1.37], [4.07, -5.62, 1.48], [2.53, -7.41, 0.74], [0.27, -6.83, -0.10], [-0.44, -4.46, -0.18], [2.90, -2.85, -1.35], [4.02, -1.21, -2.83], [3.36, 1.20, -2.70], [1.53, 1.83, -1.11], [-3.24, -1.68, -0.03], [-3.81, -1.77, -1.10], [-3.29, -1.45, -2.43], [-4.21, -1.44, -3.47], [-3.83, -1.12, -4.75], [-2.49, -0.80, -5.04], [-1.56, -0.81, -4.04], [-1.90, -1.13, -2.67], [-1.02, -1.15, -1.78], [-4.81, -1.11, -5.81], [-5.96, -1.44, -5.55], [-4.45, -0.78, -6.93], [-4.86, -2.15, -1.12], [-5.25, -1.69, -3.28], [-2.22, -0.55, -6.05], [-0.52, -0.58, -4.24], [-0.61, 4.83, -1.93], [-1.58, 3.75, -0.72], [-2.94, 4.80, 0.06], [-2.47, 2.48, -1.79], [-0.61, 2.92, 0.41], [0.16, 3.57, 1.34], [0.26, 4.97, 1.49], [1.04, 5.58, 2.46], [1.76, 4.82, 3.37], [1.69, 3.44, 3.27], [0.93, 2.84, 2.28], [0.82, 1.45, 2.22], [1.89, 0.69, 2.62], [3.18, 0.92, 2.15], [4.21, 0.08, 2.54], [3.97, -0.98, 3.40], [2.68, -1.21, 3.86], [1.64, -0.37, 3.48], [-1.27, 5.21, -2.72], [0.17, 4.24, -2.41], [-0.13, 5.69, -1.46], [-3.67, 5.13, -0.69], [-2.57, 5.69, 0.56], [-3.47, 4.20, 0.80], [-3.08, 2.98, -2.55], [-3.14, 1.85, -1.20], [-1.76, 1.83, -2.31], [-0.30, 5.60, 0.81], [1.07, 6.66, 2.52], [2.37, 5.28, 4.14], [2.23, 2.81, 3.97], [3.36, 1.75, 1.48], [5.21, 0.26, 2.16], [4.78, -1.63, 3.70], [2.48, -2.04, 4.53], [0.62, -0.53, 3.82]], "spin_multiplicity": 1, "charge": -1, "e_lumo_ev": 2.0955, "homo_energy_ev": -4.52, "homo_lumo_gap_ha": 0.2431}

---

(2)
{"formula": "C22H37Cl16O2PS2", "method": "ωB97M-V with the def2-TZVPD basis set", "symbols": ["O", "C", "C", "C", "P", "S", "C", "O", "C", "C", "S", "H", "H", "H", "H", "H", "Cl", "C", "C", "Cl", "H", "H", "H", "H", "Cl", "C", "C", "Cl", "H", "H", "H", "H", "Cl", "C", "C", "Cl", "H", "H", "H", "H", "Cl", "C", "C", "Cl", "H", "H", "H", "H", "Cl", "C", "C", "Cl", "H", "H", "H", "H", "Cl", "C", "C", "Cl", "H", "H", "H", "H", "Cl", "C", "C", "Cl", "H", "H", "H", "H", "Cl", "C", "C", "Cl", "H", "H", "H", "H"], "xyz": [[0.16, 3.15, -0.50], [0.51, 2.14, -1.01], [1.05, 2.05, -2.44], [2.12, 1.22, -2.59], [2.85, 0.96, -4.31], [2.33, 2.39, -5.51], [2.65, 0.50, -1.33], [3.81, 0.40, -1.09], [1.54, -0.03, -0.40], [0.50, 0.78, -0.26], [-0.95, 0.37, 0.72], [0.58, 2.60, -3.30], [4.24, 0.71, -4.30], [2.22, -0.23, -4.79], [1.58, -1.02, 0.07], [-1.81, -0.15, -0.21], [3.85, 4.13, -2.34], [4.55, 3.61, -0.78], [5.58, 4.58, -0.27], [7.05, 4.59, -1.28], [4.97, 2.61, -0.92], [3.73, 3.53, -0.07], [5.89, 4.30, 0.74], [5.19, 5.60, -0.23], [-4.00, 1.23, -2.60], [-3.24, 2.85, -2.62], [-2.95, 3.32, -4.03], [-1.66, 2.38, -4.80], [-2.33, 2.80, -2.02], [-3.94, 3.53, -2.14], [-2.61, 4.36, -4.00], [-3.84, 3.27, -4.66], [-3.82, -2.28, 1.84], [-2.78, -3.43, 2.73], [-1.32, -3.11, 2.56], [-0.75, -3.42, 0.90], [-3.02, -4.43, 2.38], [-3.06, -3.36, 3.78], [-0.73, -3.75, 3.22], [-1.10, -2.07, 2.81], [-5.50, -3.03, 6.75], [-4.46, -4.17, 7.65], [-3.00, -3.86, 7.49], [-2.43, -4.18, 5.82], [-4.70, -5.18, 7.31], [-4.74, -4.09, 8.70], [-2.41, -4.49, 8.15], [-2.78, -2.82, 7.72], [0.74, -4.08, -2.40], [-0.85, -3.66, -3.08], [-0.74, -2.67, -4.22], [-0.21, -1.06, -3.65], [-1.47, -3.27, -2.27], [-1.30, -4.59, -3.44], [-1.71, -2.54, -4.69], [-0.03, -3.01, -4.97], [4.66, -6.61, -3.92], [5.52, -5.11, -3.47], [4.58, -4.05, -2.96], [3.52, -3.41, -4.24], [6.08, -4.77, -4.34], [6.23, -5.38, -2.69], [5.15, -3.21, -2.57], [3.94, -4.43, -2.16], [-4.38, -1.71, 10.30], [-5.84, -0.99, 9.57], [-6.61, -0.15, 10.55], [-7.38, -1.13, 11.82], [-6.45, -1.80, 9.16], [-5.50, -0.37, 8.74], [-7.42, 0.38, 10.03], [-5.98, 0.59, 11.03], [3.44, 6.75, -7.33], [3.14, 7.15, -5.62], [2.59, 5.98, -4.85], [0.94, 5.55, -5.34], [2.46, 8.00, -5.59], [4.09, 7.46, -5.19], [2.54, 6.22, -3.79], [3.21, 5.09, -4.97]], "spin_multiplicity": 1, "charge": 0, "e_lumo_ev": -1.0481, "smiles": "O=C1C=C([PH2]=S)C(=O)C=C1S.ClCCCl.ClCCCl.ClCCCl.ClCCCl.ClCCCl.ClCCCl.ClCCCl.ClCCCl", "homo_energy_ev": -8.56, "homo_lumo_gap_ha": 0.2762}

---

(3)
{"formula": "C4H7FO2", "method": "ωB97M-V with the def2-TZVPD basis set", "symbols": ["C", "C", "O", "O", "H", "H", "H", "H", "C", "C", "F", "H", "H", "H"], "xyz": [[-0.45, 1.68, 2.38], [-0.62, 0.66, 1.36], [-0.69, 0.99, 0.20], [-0.30, -0.55, 1.82], [0.17, 2.40, 1.89], [-1.43, 2.17, 2.54], [-0.05, 1.43, 3.40], [-0.21, -1.14, 1.09], [-0.15, -1.37, -3.69], [-0.36, -1.09, -2.43], [-0.02, -1.72, -1.32], [0.35, -2.19, -4.17], [-0.40, -0.59, -4.36], [-0.72, -0.07, -2.29]], "spin_multiplicity": 1, "charge": 0, "e_lumo_ev": 0.8061, "smiles": "CC(=O)O.C=CF", "homo_energy_ev": -10.09, "homo_lumo_gap_ha": 0.4006}

---

(4)
{"formula": "C6H10O", "method": "ωB97M-V with the def2-TZVPD basis set", "symbols": ["C", "C", "C", "C", "C", "C", "O", "H", "H", "H", "H", "H", "H", "H", "H", "H", "H"], "xyz": [[0.28, 0.64, -1.51], [0.83, -0.10, -0.55], [2.21, 0.11, 0.00], [-0.11, -1.15, 0.00], [-0.79, -0.15, 0.93], [-2.19, 0.38, 0.76], [-0.08, 0.20, 1.86], [-0.49, 0.23, -2.16], [0.67, 1.61, -1.76], [2.79, -0.70, -0.45], [2.30, 0.01, 1.08], [2.70, 1.05, -0.31], [0.27, -1.91, 0.69], [-0.67, -1.62, -0.82], [-2.51, 0.55, -0.27], [-2.40, 1.28, 1.35], [-2.82, -0.42, 1.17]], "spin_multiplicity": 1, "charge": 0, "e_lumo_ev": 0.9782, "smiles": "C=C(C)CC(C)=O", "homo_energy_ev": -8.99, "homo_lumo_gap_ha": 0.3664}

---

(5)
{"formula": "C24H40AuN5", "method": "ωB97M-V with the def2-TZVPD basis set", "symbols": ["Au", "N", "C", "C", "C", "N", "C", "C", "N", "C", "H", "H", "H", "H", "H", "H", "H", "H", "H", "H", "H", "H", "H", "H", "H", "H", "N", "C", "C", "C", "C", "C", "C", "H", "H", "H", "H", "H", "H", "H", "C", "C", "C", "C", "C", "C", "C", "C", "C", "C", "C", "C", "N", "H", "H", "H", "H", "H", "H", "H", "H", "H", "H", "H", "H", "H", "H", "H", "H", "H"], "xyz": [[0.51, -0.96, 0.76], [4.27, 0.36, 0.94], [5.14, -0.46, 0.07], [4.82, -1.94, 0.21], [3.44, -2.38, -0.31], [2.35, -2.21, 0.70], [3.13, -1.73, -1.67], [3.51, -0.26, -1.82], [2.63, 0.60, -0.98], [4.94, 0.00, -1.38], [4.13, -0.09, 1.84], [3.19, 0.57, 0.05], [4.70, 1.26, 1.13], [6.19, -0.33, 0.35], [4.93, -2.25, 1.25], [5.57, -2.49, -0.36], [3.52, -3.46, -0.51], [2.79, -2.07, 1.61], [1.87, -3.10, 0.78], [2.07, -1.87, -1.90], [3.69, -2.28, -2.42], [3.38, 0.00, -2.87], [1.68, 0.24, -0.90], [2.60, 1.56, -1.34], [5.18, 1.06, -1.48], [5.63, -0.55, -2.02], [-0.59, -1.86, -1.40], [-1.62, -1.04, -1.97], [-1.31, 0.26, -2.35], [-2.28, 1.06, -2.92], [-3.56, 0.57, -3.12], [-3.87, -0.73, -2.73], [-2.90, -1.53, -2.15], [-0.99, -2.77, -1.16], [0.14, -2.01, -2.08], [-0.31, 0.64, -2.21], [-2.03, 2.06, -3.24], [-4.31, 1.19, -3.59], [-4.86, -1.12, -2.90], [-3.14, -2.55, -1.88], [0.03, 3.00, -0.04], [-1.17, 3.30, 0.87], [-0.73, 3.41, 2.33], [-2.26, 2.27, 0.75], [-3.53, 2.62, 0.36], [-4.59, 1.72, 0.42], [-4.39, 0.48, 1.03], [-3.15, 0.06, 1.43], [-3.01, -1.18, 2.27], [-2.16, -0.91, 3.51], [-2.49, -2.39, 1.50], [-1.98, 0.88, 1.11], [-0.78, 0.47, 1.15], [0.76, 3.80, 0.05], [-0.30, 2.92, -1.07], [0.48, 2.07, 0.28], [-1.60, 4.26, 0.57], [-0.28, 2.48, 2.66], [-1.58, 3.64, 2.96], [0.00, 4.21, 2.44], [-3.73, 3.63, 0.03], [-5.58, 2.02, 0.10], [-5.25, -0.14, 1.21], [-4.02, -1.43, 2.61], [-1.16, -0.59, 3.23], [-2.08, -1.81, 4.12], [-2.61, -0.13, 4.12], [-1.44, -2.23, 1.23], [-3.07, -2.54, 0.59], [-2.56, -3.28, 2.12]], "spin_multiplicity": 1, "charge": 2, "e_lumo_ev": [-7.3237, -7.2801], "homo_energy_ev": [-13.45, -13.31], "homo_lumo_gap_ha": [0.2250, 0.2214]}

---

(6)
{"formula": "C26H38DyN4O5S2", "method": "ωB97M-V with the def2-TZVPD basis set", "symbols": ["Dy", "C", "N", "C", "C", "C", "C", "C", "C", "C", "N", "C", "C", "C", "C", "C", "C", "N", "C", "C", "H", "H", "H", "H", "H", "H", "H", "H", "H", "H", "H", "H", "H", "H", "H", "H", "H", "H", "H", "H", "C", "C", "C", "O", "C", "O", "O", "H", "H", "H", "H", "H", "H", "H", "C", "C", "S", "C", "C", "S", "H", "H", "H", "H", "H", "H", "N", "C", "C", "O", "O", "H", "H", "H", "H", "H"], "xyz": [[0.29, -0.08, -0.03], [-1.19, -2.47, -1.94], [-1.93, -1.75, -0.90], [-2.49, -2.71, 0.05], [-2.92, -0.90, -1.50], [-4.23, -1.29, -1.69], [-5.15, -0.47, -2.34], [-4.72, 0.75, -2.83], [-3.41, 1.17, -2.64], [-2.48, 0.38, -1.93], [-1.18, 0.72, -1.70], [-0.69, 2.00, -1.91], [-1.34, 3.17, -1.50], [-0.70, 4.40, -1.58], [0.59, 4.49, -2.07], [1.25, 3.34, -2.48], [0.62, 2.10, -2.42], [1.27, 0.87, -2.75], [0.72, 0.24, -3.94], [2.72, 0.95, -2.83], [-0.36, -3.01, -1.49], [-1.83, -3.19, -2.47], [-0.79, -1.76, -2.66], [-3.11, -2.17, 0.76], [-3.09, -3.49, -0.45], [-1.68, -3.19, 0.58], [-4.56, -2.26, -1.34], [-6.18, -0.78, -2.46], [-5.41, 1.40, -3.36], [-3.09, 2.12, -3.03], [-2.33, 3.10, -1.06], [-1.22, 5.29, -1.24], [1.10, 5.44, -2.10], [2.27, 3.42, -2.82], [1.04, 0.76, -4.86], [1.08, -0.79, -4.00], [-0.36, 0.24, -3.90], [3.06, 1.54, -3.69], [3.11, 1.40, -1.91], [3.12, -0.06, -2.93], [0.44, 2.89, 2.62], [1.66, 1.98, 2.48], [2.66, 2.24, 3.59], [1.28, 0.59, 2.47], [2.27, 2.23, 1.07], [3.31, 2.88, 0.96], [1.58, 1.71, 0.13], [-0.10, 2.68, 3.54], [-0.24, 2.74, 1.78], [0.76, 3.94, 2.62], [2.17, 2.25, 4.57], [3.16, 3.20, 3.42], [3.42, 1.46, 3.59], [0.48, 0.48, 3.01], [-2.21, -1.43, 4.26], [-1.31, -1.37, 3.04], [-1.66, 0.00, 1.98], [-0.36, -2.31, 2.84], [-0.15, -3.46, 3.80], [0.65, -2.44, 1.39], [-2.88, -0.57, 4.25], [-1.63, -1.39, 5.19], [-2.82, -2.34, 4.28], [-0.68, -3.31, 4.75], [0.91, -3.58, 4.01], [-0.50, -4.39, 3.35], [3.99, -2.80, 1.43], [3.56, -2.90, 0.04], [2.70, -1.70, -0.29], [3.02, -0.60, 0.38], [1.87, -1.66, -1.18], [4.62, -3.55, 1.67], [3.15, -2.89, 2.01], [3.62, -0.86, 1.11], [2.99, -3.80, -0.21], [4.43, -2.85, -0.62]], "spin_multiplicity": 6, "charge": -1, "e_lumo_ev": [2.3752, 2.3757], "homo_energy_ev": [-3.76, -3.77], "s2": 9.34, "homo_lumo_gap_ha": [0.2255, 0.2257]}